Record 1
DFT (the ωB97M-V functional and the def2-TZVPD basis) results for a molecular structure, C6H11Br3N2OV.

```
24
Properties=species:S:1:pos:R:3:nbo_charge:R:1
O 0.32463 0.80875 4.07928 -0.847
V -0.73142 -0.30216 4.64929 1.252
C 2.55760 0.94188 0.05640 -0.628
C 1.04023 1.43045 0.11498 -0.241
N 0.22659 0.73450 -0.85270 -0.281
C 0.04852 1.21384 -2.17962 -0.040
C -0.65333 0.16170 -2.80487 -0.069
N -0.78652 -0.94049 -1.91407 -0.301
C -0.18228 -0.62293 -0.74705 0.285
C -1.25946 -2.22628 -2.37223 -0.414
H 3.06032 1.15033 -0.88801 0.197
H 2.71113 -0.11141 0.29113 0.222
H 3.15198 1.37126 0.86290 0.241
H 0.80528 2.46763 -0.12411 0.213
H 0.72377 1.30422 1.15036 0.300
H 0.36900 2.21215 -2.43857 0.250
H -0.93940 0.15548 -3.84628 0.233
H -0.17890 -1.18097 0.17761 0.297
H -2.14239 -2.45017 -1.77356 0.244
H -0.48357 -2.96226 -2.16149 0.224
H -1.53397 -2.29907 -3.42458 0.228
Br -2.17378 -0.08012 2.28617 -0.810
Br -2.23864 1.68292 6.12255 -0.820
Br -1.71543 -2.45917 5.73652 -0.737
```

* <S²>: 2.035
* charge: -1
* HOMO-LUMO gap (spin up / spin down): 4.39 / 5.01 eV
* calculated total energy: -247245.844 eV
* 2S+1: 3

---

Record 2
DFT (the ωB97M-V functional and the def2-TZVPD basis) results for a molecular structure, C6H11BrClO3.

```
22
Properties=species:S:1:pos:R:3:nbo_charge:R:1
C 0.36287 -1.69391 -2.89030 -0.451
C 1.18064 -0.85752 -2.14316 -0.167
C 0.89827 -0.41814 -0.64446 0.459
O 1.45867 -1.45290 0.20190 -0.725
C -0.63913 -0.21025 -0.35439 -0.134
O -1.00875 -0.55258 1.00249 -0.563
C -1.86400 0.51331 1.47456 -0.147
Br -2.89111 0.02285 3.07796 0.043
O 1.69970 0.73400 -0.43934 -0.534
C 1.38738 1.38646 0.81106 -0.286
H 0.21519 -1.42045 -3.97516 0.204
H -0.20055 -2.57922 -2.49648 0.200
H 2.08752 -0.43079 -2.65991 0.217
H 0.80419 -2.16766 0.29519 0.472
H -1.29796 -0.86007 -1.01242 0.197
H -0.89239 0.85209 -0.62562 0.203
H -1.27995 1.44093 1.75773 0.224
H -2.59934 0.83744 0.67410 0.167
H 1.06753 0.69453 1.63174 0.230
H 2.33632 1.89335 1.16206 0.195
H 0.64204 2.20377 0.58782 0.177
Cl -1.46715 2.06475 4.56463 -0.979
```

* charge: -1
* HOMO-LUMO gap: 6.10 eV
* calculated total energy: -95106.088 eV